Entry 1:
ORCA calculation (the ωB97M-V functional and the def2-TZVPD basis) on a 3-piece molecular cluster, C9H13INO overall in a non-equilibrium geometry.

As for the HOMO energy: -12.67 eV. The energy relative to the best compared isomer or geometry (same formula, charge and spin) is 82.4 kcal/mol. As for the net charge: +1. The value obtained for the HOMO-LUMO gap is 6.4 eV. The electronic energy is -21170.438 eV. The calculation puts the LUMO energy at -6.29 eV.

Last column: natural (NBO) charge in e.
Element x y z (Å)
C 2.21 -1.04 2.29  -0.179
C 1.30 -1.88 1.59  -0.140
C 2.15 0.32 2.00  -0.161
C 0.36 -1.31 0.71  -0.318
C 1.34 0.92 0.99  -0.304
C 0.43 0.02 0.52  0.386
C -1.11 -0.05 -2.60  -0.661
C -1.28 0.85 -1.42  -0.115
C -1.96 2.01 -1.24  0.171
N -2.63 -1.50 0.95  -1.121
O -2.71 2.53 -2.23  -0.657
I -1.85 3.16 0.52  0.199
H 2.93 -1.48 3.00  0.262
H 1.30 -2.97 1.63  0.253
H 2.89 0.95 2.55  0.257
H -0.43 -1.88 0.27  0.298
H 1.56 1.92 0.82  0.286
H -0.04 0.17 -2.99  0.247
H -1.19 -1.12 -2.39  0.238
H -1.93 0.34 -3.27  0.276
H -0.59 0.42 -0.58  0.141
H -2.91 -1.04 0.07  0.372
H -3.26 -1.21 1.76  0.389
H -2.76 -2.52 0.91  0.375
H -3.35 3.12 -1.99  0.505

***

Entry 2:
ORCA calculation (the ωB97M-V functional and the def2-TZVPD basis) on one molecule with the formula C4H8N2 in a non-equilibrium geometry.

As for the HOMO energy: -8.33 eV. The energy relative to the best compared isomer or geometry (same formula, charge and spin) is 46.6 kcal/mol. As for the net charge: 0. The value obtained for the HOMO-LUMO gap is 9.2 eV. The electronic energy is -7255.853 eV. Its SMILES is CN1C=NCC1. The calculation puts the LUMO energy at 0.92 eV.

Last column: natural (NBO) charge in e.
Element x y z (Å)
C 0.34 -0.15 1.93  -0.398
C 0.57 0.72 -0.52  -0.245
C 0.01 -0.09 -1.79  -0.276
C -1.26 -0.56 -0.05  0.240
H 1.48 -0.43 1.95  0.205
H 0.30 0.93 2.26  0.185
H -0.33 -0.73 2.54  0.218
H 1.72 0.73 -0.39  0.213
H 0.20 1.89 -0.54  0.189
H -0.13 0.49 -2.89  0.211
H 0.59 -1.07 -2.14  0.208
H -2.12 -0.95 0.49  0.194
N -0.04 -0.20 0.51  -0.465
N -1.32 -0.57 -1.34  -0.478

***

Entry 3:
ORCA calculation (the ωB97M-V functional and the def2-TZVPD basis) on C33H48BrN3P2SeSr as an isolated structure in a non-equilibrium geometry.

As for the HOMO energy: -11.12 eV. The energy relative to the best compared isomer or geometry (same formula, charge and spin) is 21.4 kcal/mol. As for the net charge: +2. The value obtained for the HOMO-LUMO gap is 3.0 eV. The electronic energy is -194258.162 eV. The calculation puts the LUMO energy at -8.08 eV.

Last column: Löwdin charge in e.
Element x y z (Å)
N -2.90 -5.15 -7.33  0.106
C -1.63 -5.48 -7.07  -0.091
C -0.99 -5.15 -5.87  0.029
C -1.72 -4.45 -4.87  -0.182
C -3.07 -4.12 -5.18  0.043
C -3.61 -4.48 -6.42  -0.085
C -1.15 -4.10 -3.58  -0.050
Sr 0.12 -3.11 -1.04  1.206
P -1.72 -0.66 4.36  0.948
C -1.95 -3.59 -2.54  -0.295
C -2.20 -2.16 -2.40  -0.343
C -3.16 -1.65 -1.50  -0.047
C -3.17 -0.30 -1.17  -0.132
C -2.25 0.61 -1.77  -0.351
C -1.33 0.09 -2.71  -0.110
C -1.36 -1.24 -3.08  -0.072
Br -0.64 -0.53 0.56  0.169
H -0.08 -4.35 -3.44  0.105
H -2.57 -4.25 -1.93  0.130
H 0.05 -5.46 -5.70  0.125
H -3.72 -3.60 -4.47  0.122
H -1.08 -6.04 -7.85  0.127
H -4.64 -4.23 -6.67  0.128
H -3.86 -2.34 -1.03  0.136
H -0.71 -1.59 -3.90  0.130
H -3.84 0.05 -0.37  0.110
H -0.53 0.72 -3.13  0.108
P -2.00 2.34 -1.30  0.999
C -1.12 -2.24 3.65  -0.488
C -1.37 -3.41 4.62  -0.177
H -0.05 -2.11 3.45  0.053
H -1.61 -2.38 2.68  0.014
H -0.81 -4.29 4.29  0.059
H -1.04 -3.16 5.63  0.063
H -2.44 -3.67 4.65  0.069
C -3.31 -0.25 3.53  -0.452
C -4.25 0.55 4.45  -0.172
H -3.78 -1.20 3.25  0.074
H -3.08 0.29 2.60  0.028
H -5.24 0.64 3.99  0.065
H -4.37 0.05 5.41  0.066
H -3.88 1.56 4.63  0.065
C -0.60 0.70 3.87  -0.477
C 0.20 1.26 5.06  -0.175
H -1.22 1.49 3.42  0.063
H 0.05 0.33 3.07  -0.011
H 0.77 2.15 4.74  0.064
H -0.46 1.56 5.88  0.065
H 0.91 0.52 5.44  0.065
C -0.29 2.45 -0.72  -0.370
C 0.27 3.85 -0.46  -0.109
H 0.36 1.90 -1.42  0.085
H -0.28 1.86 0.21  -0.012
H 0.54 4.34 -1.40  0.077
H -0.45 4.48 0.09  0.078
H 1.18 3.76 0.15  0.082
C -3.23 2.82 -0.09  -0.307
C -4.67 2.64 -0.57  -0.108
H -3.02 3.87 0.13  0.107
H -3.02 2.25 0.82  0.096
H -4.91 3.36 -1.37  0.082
H -4.87 1.64 -0.94  0.060
H -5.35 2.83 0.26  0.094
C -2.25 3.30 -2.80  -0.307
C -1.25 3.14 -3.94  -0.118
H -2.30 4.35 -2.46  0.107
H -3.26 3.02 -3.14  0.104
H -1.41 2.21 -4.50  0.072
H -1.37 3.97 -4.64  0.092
H -0.20 3.15 -3.60  0.074
C 3.51 -1.38 1.65  -0.033
N 3.75 -0.15 0.93  -0.071
C 3.37 0.06 -0.38  -0.700
Se 2.58 -1.20 -1.47  0.528
N 3.88 1.31 -0.68  0.120
C 4.67 1.81 0.36  -0.183
C 5.59 2.85 0.40  -0.003
C 6.44 2.93 1.51  -0.059
C 6.37 1.98 2.55  -0.049
C 5.43 0.93 2.50  0.011
C 4.59 0.88 1.38  -0.152
H 4.00 -1.31 2.63  0.094
H 3.91 -2.23 1.09  0.088
H 2.43 -1.52 1.79  0.073
H 3.80 1.74 -1.60  0.162
H 5.64 3.56 -0.43  0.123
H 7.18 3.72 1.59  0.119
H 7.06 2.05 3.40  0.117
H 5.36 0.17 3.28  0.112

***

Entry 4:
ORCA calculation (the ωB97M-V functional and the def2-TZVPD basis) on a 2-piece molecular cluster, C3BrN overall in a non-equilibrium geometry.

As for the HOMO energy (alpha / beta): -8.17 / -8.17 eV. The energy relative to the best compared isomer or geometry (same formula, charge and spin) is 22.5 kcal/mol. As for the net charge: 0. The value obtained for the HOMO-LUMO gap (alpha / beta) is 5.9 / 5.9 eV. The electronic energy is -74632.353 eV. The calculation puts the LUMO energy (alpha / beta) at -2.30 / -2.26 eV.

Last column: natural (NBO) charge in e.
Element x y z (Å)
C 1.69 -0.23 0.66  0.087
C 0.00 1.53 -0.98  -0.025
C 0.55 -1.00 0.60  -0.126
N -0.58 -1.33 0.51  -0.289
Br -1.65 1.03 -0.79  0.352

***

Entry 5:
ORCA calculation (the ωB97M-V functional and the def2-TZVPD basis) on one molecule with the formula C5H7N.

As for the HOMO energy: -7.81 eV. The energy relative to the best compared isomer or geometry (same formula, charge and spin) is 127.0 kcal/mol. As for the net charge: 0. The value obtained for the HOMO-LUMO gap is 7.8 eV. The electronic energy is -6783.006 eV. The calculation puts the LUMO energy at -0.01 eV.

Last column: natural (NBO) charge in e.
Element x y z (Å)
C 0.74 -0.04 -1.70  -0.419
N 0.12 0.60 -0.56  -0.329
C 0.63 1.19 0.67  -0.270
C -0.31 0.07 0.56  0.403
C -1.05 -0.93 1.12  -0.508
C -1.55 -1.96 0.30  -0.238
H 0.09 -0.88 -1.96  0.252
H 1.74 -0.40 -1.44  0.196
H 0.80 0.69 -2.50  0.209
H 1.66 0.97 0.98  0.197
H 0.27 2.19 0.87  0.208
H -0.94 -0.92 2.20  0.189
H -2.05 -2.68 0.99  0.109

***

Entry 6:
ORCA calculation (the ωB97M-V functional and the def2-TZVPD basis) on C48H29Cl3N10ORuS as an isolated structure.

As for the HOMO energy (alpha / beta): -8.72 / -10.93 eV. Its spin multiplicity is 6. As for the net charge: +1. The value obtained for the HOMO-LUMO gap (alpha / beta) is 5.2 / 6.2 eV. The electronic energy is -118177.178 eV. The calculation puts the LUMO energy (alpha / beta) at -3.48 / -4.73 eV.

Last column: Löwdin charge in e.
Element x y z (Å)
Ru 0.17 0.22 -0.41  1.488
C 2.12 -5.13 2.76  -0.050
C 3.27 -4.38 3.02  -0.049
C 3.34 -3.03 2.67  0.009
C 2.23 -2.48 2.06  -0.105
C 1.99 -1.12 1.56  -0.260
N 0.73 -1.09 0.99  -0.032
C 0.13 -2.34 1.14  -0.259
N -1.07 -2.68 0.80  0.206
C -1.91 -1.85 0.13  -0.240
C -3.33 -2.00 0.07  -0.111
C -4.21 -2.89 0.68  0.006
C -5.55 -2.74 0.42  -0.053
C -6.03 -1.73 -0.43  -0.054
C -5.17 -0.84 -1.04  -0.001
C -3.80 -0.99 -0.78  -0.114
C -2.66 -0.24 -1.21  -0.240
N -2.68 0.78 -2.11  0.201
C -1.74 1.67 -2.15  -0.264
N -0.70 1.84 -1.25  -0.020
C 0.09 2.89 -1.68  -0.273
N 1.16 3.37 -1.12  0.206
C 1.80 2.73 -0.12  -0.253
N 1.68 1.40 0.19  -0.022
C 2.59 1.09 1.16  -0.233
N 2.82 -0.14 1.69  0.208
C 3.33 2.27 1.50  -0.111
C 4.36 2.49 2.41  0.005
C 4.86 3.77 2.49  -0.054
C 4.36 4.81 1.69  -0.055
C 3.34 4.59 0.78  0.004
C 2.83 3.30 0.69  -0.112
C -0.50 3.45 -2.91  -0.105
C -0.07 4.47 -3.74  0.015
C -0.84 4.73 -4.87  -0.050
C -2.00 4.00 -5.14  -0.063
C -2.42 2.98 -4.30  0.009
C -1.64 2.71 -3.19  -0.106
N -1.53 -0.80 -0.66  -0.016
C 1.09 -3.23 1.80  -0.106
C 1.01 -4.56 2.15  0.007
H 2.10 -6.17 3.04  0.110
H 4.11 -4.85 3.50  0.110
H 4.22 -2.44 2.88  0.120
H -3.84 -3.67 1.33  0.118
H -6.26 -3.41 0.89  0.109
H -7.09 -1.64 -0.60  0.109
H -5.53 -0.06 -1.69  0.118
H 4.74 1.69 3.02  0.118
H 5.66 3.99 3.19  0.109
H 4.78 5.80 1.79  0.109
H 2.96 5.39 0.16  0.117
H 0.82 5.03 -3.51  0.121
H -0.54 5.51 -5.55  0.110
H -2.58 4.24 -6.02  0.085
H -3.32 2.43 -4.48  0.118
H 0.12 -5.13 1.95  0.120
Cl -4.74 -2.59 -4.77  0.699
C -3.11 -2.29 -5.29  -0.653
C -2.49 -1.10 -4.96  -0.088
C -1.20 -0.86 -5.39  -0.028
C -0.50 -1.81 -6.14  -0.217
C 0.94 -1.57 -6.52  -0.303
C 1.86 -2.10 -5.40  -0.039
N 1.84 -1.21 -4.26  -0.047
C 2.63 -0.10 -4.07  -0.023
C 2.29 0.40 -2.85  -0.111
N 1.29 -0.38 -2.31  -0.029
C 1.05 -1.33 -3.18  -0.142
O 1.22 -0.20 -6.70  -0.101
C 1.08 0.30 -8.03  -0.129
C -0.20 1.06 -8.22  -0.305
C -0.28 2.42 -8.32  -0.967
Cl 1.01 3.55 -8.18  0.672
S -1.87 2.98 -8.64  1.004
C -2.47 1.37 -8.61  -0.386
C -1.49 0.47 -8.38  -0.136
C -1.15 -3.00 -6.44  -0.586
Cl -0.32 -4.24 -7.32  0.741
C -2.46 -3.25 -6.04  -0.116
H -3.02 -0.37 -4.37  0.082
H -0.71 0.08 -5.17  0.127
H 1.19 -2.13 -7.43  0.121
H 2.89 -2.24 -5.73  0.145
H 1.47 -3.07 -5.08  0.134
H 3.33 0.22 -4.81  0.132
H 2.69 1.27 -2.35  0.102
H 0.31 -2.11 -3.08  0.146
H 1.13 -0.52 -8.74  0.138
H 1.94 0.96 -8.20  0.112
H -3.51 1.19 -8.78  0.072
H -1.66 -0.60 -8.36  0.116
H -2.94 -4.18 -6.30  0.110

***

Entry 7:
ORCA calculation (the ωB97M-V functional and the def2-TZVPD basis) on C5H8O2 as an isolated structure in a non-equilibrium geometry.

As for the HOMO energy (alpha / beta): -8.81 / -8.81 eV. The energy relative to the best compared isomer or geometry (same formula, charge and spin) is 112.8 kcal/mol. As for the net charge: 0. The value obtained for the HOMO-LUMO gap (alpha / beta) is 8.1 / 8.1 eV. The electronic energy is -9404.941 eV. The calculation puts the LUMO energy (alpha / beta) at -0.69 / -0.69 eV.

Last column: natural (NBO) charge in e.
Element x y z (Å)
O 0.00 2.48 0.60  -0.687
C -0.37 1.15 0.45  0.002
C -0.55 0.16 -1.16  -0.330
C 0.28 -1.06 -0.80  0.070
C -0.06 -1.26 0.69  -0.487
C 0.48 0.12 0.97  0.129
O 1.60 -0.76 -0.71  -0.664
H 0.96 2.56 0.66  0.478
H -1.44 1.10 0.64  0.231
H -1.61 -0.11 -1.30  0.193
H -0.16 0.72 -2.02  0.223
H 0.00 -1.82 -1.56  0.172
H -1.13 -1.37 0.92  0.203
H 0.54 -2.02 1.17  0.235
H 1.37 0.32 1.56  0.230